C12H18 | the ωB97M-V functional and the def2-TZVPD basis

Strongest force on any atom: 4.20 eV/Å
ΔE to the lowest compared entry with this formula, charge and spin: 446.8 kJ/mol
SMILES: C=C=C(C)/C(C)=C1/C[C@@H]1CCC
Gap between HOMO and LUMO: 9.29 eV

ORCA input file:
```
! wB97M-V def2-TZVPD RIJCOSX def2/J DEFGRID3
* xyz 0 1
C -2.199 -0.863 0.184
C -1.498 0.291 -0.460
C -2.181 -1.058 1.459
C -2.082 -0.993 2.745
C 0.754 1.771 -0.459
C 0.973 0.527 0.437
C -0.342 0.817 -0.090
C -3.197 -1.642 -0.678
C -2.405 1.099 -1.393
C 4.021 0.377 0.645
C 1.792 -0.599 -0.208
C 3.203 -0.115 -0.649
H -1.537 -1.584 3.335
H -2.799 -0.302 3.216
H 0.770 2.689 0.111
H 1.087 1.631 -1.417
H 1.370 0.701 1.387
H -4.114 -1.201 -0.525
H -3.200 -2.642 -0.406
H -3.034 -1.572 -1.689
H -3.484 1.458 -1.243
H -2.680 0.356 -2.115
H -1.833 1.839 -1.914
H 3.890 -0.307 1.488
H 3.752 1.301 1.023
H 5.120 0.295 0.489
H 1.705 -1.447 0.408
H 1.293 -0.772 -1.221
H 3.773 -0.834 -1.222
H 3.081 0.781 -1.236
*
```